The following is a quantum chemistry calculation of 2 unconnected molecules or ions with the total composition CH3Br2N, from OMol25.

```
! RIJCOSX wB97M-V def2-TZVPD def2/J DEFGRID3
* xyz 0 1
C -1.659 0.985 0.081
N -2.753 0.741 -0.445
Br 2.277 -0.948 -0.035
Br -3.728 -0.761 0.020
H -1.075 0.452 0.889
H 1.723 0.248 -0.157
H -1.026 1.828 -0.032
*
```

Calculated values
- Structure (SMILES): C=NBr.Br
- ΔE to the lowest compared entry with this formula, charge and spin: 16.0 kcal/mol
- Max |F|: 0.0764 hartree/bohr
- Total energy: -5242.6069 a.u.
- HOMO level: -9.9 eV
- Lowest unoccupied orbital energy: 0.496 eV

The following is a quantum chemistry calculation of 2 unconnected molecules or ions with the total composition C10H16, from OMol25.

```
! RIJCOSX wB97M-V def2-TZVPD def2/J DEFGRID3
* xyz -1 2
C 2.871 0.543 2.536
C 0.102 -1.075 0.520
C 1.224 -0.365 0.859
C -0.684 -1.638 1.537
C 1.667 -0.220 2.183
C -0.256 -1.525 2.819
C 0.932 -0.853 3.159
H -0.279 -1.228 -0.611
H 1.748 -0.050 0.087
H -1.562 -2.231 1.298
H -0.853 -1.814 3.687
H 2.632 1.579 2.327
H 3.719 0.091 1.933
H 1.244 -0.673 4.158
H 3.083 0.689 3.663
C -1.259 1.426 -2.691
C -0.693 0.454 -3.737
C -2.233 0.674 -1.750
H -0.386 1.862 -2.088
H -1.652 2.322 -3.060
H -1.674 -0.085 -4.121
H -1.973 0.792 -0.714
H -3.210 1.042 -1.921
H -2.249 -0.437 -2.029
H -0.298 1.018 -4.606
H 0.041 -0.297 -3.438
*
```

Calculated values
- ΔE to the lowest compared entry with this formula, charge and spin: 34.6 kcal/mol
- Max |F|: 0.0918 hartree/bohr
- Total energy: -390.5281 a.u.
- HOMO level (spin up / spin down): 1.3 / -5.7 eV
- Lowest unoccupied orbital energy (spin up / spin down): 3.468 / 3.403 eV

The following is a quantum chemistry calculation of C20H21F3N6O in the gas phase, from OMol25.

```
! RIJCOSX wB97M-V def2-TZVPD def2/J DEFGRID3
* xyz 0 1
C -0.158 4.289 -0.141
C 0.471 4.572 -1.454
C 1.684 4.169 -1.992
C 1.715 4.756 -3.267
N 0.626 5.464 -3.490
N -0.119 5.347 -2.392
C -1.386 6.009 -2.301
H -1.541 6.551 -3.232
H -1.397 6.711 -1.465
H -2.192 5.285 -2.165
H 2.484 4.694 -4.011
C 2.707 3.276 -1.368
N 2.309 1.882 -1.418
C 1.806 1.231 -0.347
O 1.732 1.743 0.769
C 1.335 -0.127 -0.582
C 0.804 -0.912 0.444
N 0.725 -0.681 1.772
H 0.910 0.283 2.028
C -0.160 -1.507 2.556
C -1.626 -1.115 2.470
C -2.107 -0.263 1.486
C -3.455 0.046 1.426
C -4.336 -0.492 2.346
C -3.862 -1.338 3.336
C -2.516 -1.645 3.398
H -2.148 -2.298 4.176
H -4.543 -1.756 4.063
H -5.387 -0.251 2.297
H -3.816 0.710 0.654
H -1.433 0.171 0.763
C 0.039 -2.961 2.089
H 1.087 -3.233 2.239
H -0.588 -3.636 2.670
C -0.299 -3.100 0.599
N 0.378 -2.061 -0.122
N 0.592 -2.070 -1.457
C 1.167 -0.927 -1.735
H 1.438 -0.712 -2.750
H -1.387 -3.039 0.433
C 0.147 -4.477 0.091
F 1.475 -4.614 0.097
F -0.340 -5.449 0.887
F -0.284 -4.753 -1.137
H 0.159 -1.436 3.603
H 2.261 1.443 -2.322
H 3.664 3.390 -1.886
H 2.836 3.521 -0.310
H -0.285 5.208 0.432
H -1.141 3.837 -0.275
H 0.465 3.605 0.429
*
```

Calculated values
- Structure (SMILES): Cc1c(CNC(=O)c2cnn3c2N[C@@H](c2ccccc2)C[C@@H]3C(F)(F)F)cnn1C
- ΔE to the lowest compared entry with this formula, charge and spin: 4.9 kcal/mol
- Max |F|: 0.0173 hartree/bohr
- Total energy: -1478.1596 a.u.
- HOMO level: -8.2 eV
- Lowest unoccupied orbital energy: 0.568 eV

The following is a quantum chemistry calculation of C5H14N2 in the gas phase, from OMol25.

```
! RIJCOSX wB97M-V def2-TZVPD def2/J DEFGRID3
* xyz 0 1
C 1.540 -1.571 0.107
C 0.652 -1.134 -1.076
C -0.624 -0.461 -0.534
C -0.408 0.996 -0.188
C -0.659 2.558 1.719
N -1.242 1.404 1.007
N 0.238 -2.283 -1.892
H 1.093 -2.457 0.564
H 2.576 -1.790 -0.142
H 1.443 -0.794 0.871
H 1.233 -0.412 -1.659
H -0.893 -0.986 0.386
H -1.380 -0.585 -1.311
H -0.790 1.712 -0.921
H 0.623 1.196 0.036
H -0.863 2.428 2.779
H -0.968 3.550 1.388
H 0.429 2.525 1.627
H -2.117 1.751 0.636
H -0.703 -2.549 -1.635
H 0.821 -3.098 -1.763
*
```

Calculated values
- Structure (SMILES): CNCC[C@@H](C)N
- ΔE to the lowest compared entry with this formula, charge and spin: 26.3 kcal/mol
- Max |F|: 0.0479 hartree/bohr
- Total energy: -308.3812 a.u.
- HOMO level: -8.9 eV
- Lowest unoccupied orbital energy: 1.137 eV

The following is a quantum chemistry calculation of a molecular structure, C16H10AuClN3O5S, from OMol25.

```
! RIJCOSX wB97M-V def2-TZVPD def2/J DEFGRID3
* xyz 0 2
Au -1.269 2.165 0.208
O -2.062 1.217 -5.735
C -1.167 0.303 -5.423
O -0.640 -0.387 -6.257
C -0.812 0.150 -3.967
C 0.118 -0.757 -3.491
Cl 1.013 -1.890 -4.386
N 0.188 -0.636 -2.134
N -0.657 0.324 -1.720
C -1.256 0.803 -2.787
C -2.267 1.896 -2.596
O -2.888 2.307 -3.569
O -2.467 2.376 -1.418
C 0.934 -1.330 -1.119
C 0.505 -1.180 0.197
C 1.172 -1.824 1.224
C 2.276 -2.622 0.961
C 2.698 -2.767 -0.349
C 2.036 -2.132 -1.391
H -2.425 1.689 -4.913
H -0.370 -0.585 0.408
H 0.814 -1.710 2.239
H 2.796 -3.126 1.764
H 3.556 -3.384 -0.580
H 2.402 -2.263 -2.392
O 0.149 2.392 1.672
N -0.043 1.712 2.813
C 1.035 1.643 3.626
C 0.954 1.028 4.840
C -0.267 0.463 5.224
C -1.341 0.532 4.376
C -1.237 1.171 3.129
S -2.565 1.261 2.037
H 1.919 2.111 3.222
H 1.827 0.987 5.473
H -0.364 -0.033 6.180
H -2.295 0.097 4.635
*
```

Calculated values
- ΔE to the lowest compared entry with this formula, charge and spin: 16.4 kcal/mol
- Max |F|: 0.0095 hartree/bohr
- Total energy: -2150.2143 a.u.
- HOMO level (spin up / spin down): -9.1 / -9.2 eV
- Lowest unoccupied orbital energy (spin up / spin down): -0.563 / -2.374 eV

The following is a quantum chemistry calculation of 5 unconnected molecules or ions with the total composition C37H79N2O6, from OMol25.

```
! RIJCOSX wB97M-V def2-TZVPD def2/J DEFGRID3
* xyz 1 1
C -0.993 0.299 3.812
C -0.199 -0.651 4.837
C -1.164 -1.450 5.838
C -2.291 -2.349 5.126
C -1.858 -3.864 4.823
C -0.516 -4.037 3.964
C -0.524 -3.285 2.539
C 0.953 -3.150 1.867
C 1.358 -1.654 1.454
C 1.012 -1.297 -0.100
C -0.584 -1.140 -0.216
C -1.049 0.312 -0.814
C -2.636 0.387 -0.536
N -3.594 -0.416 -1.285
C -4.881 -0.100 -0.712
N -4.717 0.865 0.339
C -5.945 1.301 1.075
C -6.129 0.279 2.327
O -7.240 0.147 2.919
C -3.325 1.246 0.540
C -2.759 2.253 1.639
O -1.354 2.545 1.510
C -1.123 3.658 2.452
C 0.337 3.631 3.118
C 0.305 3.495 4.743
H -1.620 1.116 4.337
H -0.243 0.808 3.103
H -1.733 -0.264 3.131
H 0.482 0.044 5.462
H 0.490 -1.363 4.262
H -0.571 -2.107 6.561
H -1.707 -0.646 6.473
H -2.740 -1.818 4.199
H -3.173 -2.410 5.877
H -2.772 -4.391 4.353
H -1.680 -4.369 5.845
H 0.432 -3.708 4.510
H -0.401 -5.167 3.732
H -0.964 -2.238 2.726
H -1.232 -3.777 1.764
H 0.984 -3.898 0.994
H 1.694 -3.564 2.655
H 0.865 -0.833 2.077
H 2.501 -1.512 1.552
H 1.309 -2.242 -0.701
H 1.615 -0.414 -0.500
H -1.094 -2.017 -0.750
H -1.003 -1.152 0.864
H -0.853 0.257 -1.953
H -0.464 1.142 -0.298
H -3.397 -1.100 -2.043
H -5.848 -0.585 -1.067
H -5.883 2.351 1.517
H -6.825 1.156 0.349
H -5.241 -0.340 2.744
H -3.012 1.828 2.681
H -3.330 3.253 1.510
H -1.298 4.674 1.951
H -1.887 3.592 3.320
H 0.812 4.670 2.927
H 1.059 2.871 2.667
H 1.305 3.069 5.140
H 0.183 4.515 5.259
H -0.543 2.830 5.119
C -7.697 -4.938 -0.466
C -7.753 -3.441 -0.712
O -7.718 -3.090 -2.089
C -8.793 -3.568 -2.891
C -10.149 -3.041 -2.459
H -6.850 -5.384 -0.992
H -7.600 -5.146 0.602
H -8.602 -5.436 -0.821
H -6.873 -2.978 -0.254
H -8.627 -2.993 -0.227
H -8.785 -4.661 -2.926
H -8.592 -3.223 -3.909
H -10.440 -3.438 -1.482
H -10.918 -3.331 -3.178
H -10.134 -1.951 -2.376
C 1.408 6.164 -3.383
C 1.170 6.649 -1.963
O 0.215 5.871 -1.252
C 0.539 4.502 -1.054
C 1.800 4.291 -0.235
H 0.462 6.064 -3.920
H 2.049 6.865 -3.922
H 1.897 5.187 -3.395
H 0.769 7.665 -2.002
H 2.108 6.706 -1.402
H 0.598 3.981 -2.015
H -0.306 4.063 -0.515
H 2.688 4.627 -0.776
H 1.932 3.231 -0.003
H 1.754 4.855 0.699
C 3.727 0.404 -3.398
C 4.680 -0.702 -2.978
O 4.086 -1.995 -2.988
C 3.615 -2.465 -4.244
C 4.710 -2.607 -5.285
H 2.802 0.359 -2.816
H 4.189 1.383 -3.254
H 3.454 0.316 -4.453
H 4.997 -0.516 -1.948
H 5.589 -0.695 -3.588
H 2.801 -1.830 -4.608
H 3.180 -3.451 -4.057
H 5.112 -1.633 -5.578
H 4.322 -3.091 -6.185
H 5.542 -3.199 -4.895
C 10.468 1.206 -4.459
C 9.272 1.733 -3.685
O 8.324 0.728 -3.354
C 8.785 -0.326 -2.516
C 9.242 0.149 -1.148
H 10.142 0.631 -5.329
H 11.099 2.031 -4.796
H 11.083 0.546 -3.843
H 8.744 2.460 -4.309
H 9.589 2.270 -2.785
H 9.570 -0.899 -3.020
H 7.939 -1.006 -2.384
H 10.148 0.756 -1.218
H 9.463 -0.705 -0.502
H 8.473 0.763 -0.673
*
```

Calculated values
- Max |F|: 0.1131 hartree/bohr
- Total energy: -2017.5897 a.u.
- HOMO level: -11.0 eV
- Lowest unoccupied orbital energy: -3.289 eV